# 1
DFT (wB97M-V/def2-TZVPD) results for 9 unconnected molecules or ions with the total composition C28H40Cl2O21 at a distorted geometry.

XYZ file:
```
91
Properties=species:S:1:pos:R:3:forces:R:3:lowdin_charge:R:1
Cl 14.219 12.338 10.804 -1.17 0.03 1.01 0.67
C 14.690 6.453 12.525 -0.18 -0.39 -0.35 -0.06
Cl 12.188 10.293 11.323 -0.15 0.86 0.29 0.53
H 18.375 15.752 9.223 0.26 -0.84 0.11 0.13
C 16.166 9.680 7.683 0.50 -0.48 -1.27 -0.13
C 12.563 10.825 16.308 -0.98 -0.54 0.17 -0.04
C 19.137 15.052 9.622 0.73 -0.92 0.03 -0.08
C 10.858 9.466 15.253 0.47 0.43 -0.44 -0.16
O 6.805 11.978 12.706 -0.73 1.04 -1.79 0.03
H 16.703 12.143 11.922 0.14 -0.24 -0.20 0.07
H 13.613 10.852 16.008 -0.31 0.15 -0.23 0.11
H 15.303 9.128 7.340 -0.10 -0.24 0.06 0.14
H 13.775 16.242 14.995 0.41 0.30 -1.08 0.14
C 13.713 16.345 13.871 -1.90 -0.84 1.77 -0.17
O 10.542 10.861 15.054 0.68 0.42 0.20 -0.01
H 17.535 8.495 8.790 0.20 0.24 0.44 0.14
O 17.266 10.448 9.534 -0.35 -0.51 0.01 0.07
C 19.682 12.824 9.125 0.37 2.75 1.25 -0.60
O 15.857 16.731 13.140 0.83 -0.16 0.22 0.01
C 14.593 16.224 9.395 0.41 0.01 0.89 -0.46
H 17.568 13.991 10.640 0.62 -0.38 0.23 0.09
H 18.908 14.382 11.706 0.43 0.26 1.06 0.11
C 11.928 9.385 16.315 1.21 -0.03 -0.07 -0.13
O 11.687 12.810 15.071 -0.12 -1.82 0.74 0.08
C 11.605 11.646 15.434 0.06 0.64 -1.09 -0.44
H 11.254 9.067 14.311 -0.31 0.18 0.07 0.12
O 13.795 15.155 9.473 -0.32 0.03 -1.06 -0.01
C 17.182 11.287 12.401 -1.53 -0.89 0.21 -0.07
C 13.622 14.566 8.144 0.47 -1.44 0.83 -0.15
O 15.442 4.902 9.568 -0.97 1.74 1.30 0.12
C 16.754 9.231 8.977 -0.68 -1.73 0.49 -0.09
H 18.074 10.928 11.844 -0.75 0.32 0.64 0.14
C 15.522 10.196 13.685 0.40 0.41 -1.58 -0.54
O 19.327 12.806 10.426 -0.98 1.37 -0.06 0.04
C 17.332 11.522 13.891 0.86 0.68 0.10 -0.10
H 11.553 9.064 17.294 0.01 0.39 -0.22 0.11
O 6.039 13.142 10.872 -0.31 -0.08 -0.67 0.18
C 18.662 14.083 10.726 -0.81 -0.10 -1.35 -0.11
O 16.728 12.593 9.204 -0.29 0.92 0.32 0.11
C 14.667 15.137 7.200 -0.81 1.03 1.06 -0.13
H 13.919 13.530 8.277 -0.67 -0.29 0.13 0.08
C 15.020 16.432 7.957 0.29 1.28 -0.77 -0.06
H 12.616 8.588 15.961 0.01 0.70 0.51 0.12
O 19.621 14.110 8.616 -0.77 -0.19 0.27 0.03
H 19.997 15.650 9.933 -0.02 -0.05 0.00 0.12
H 17.471 12.589 14.145 0.04 -0.71 -0.08 0.13
C 14.552 17.400 13.266 1.05 0.66 -0.83 -0.15
H 12.623 16.483 13.721 0.59 0.00 -0.31 0.13
C 8.318 13.557 13.474 0.32 2.03 -1.24 -0.09
H 9.976 8.947 15.540 -0.88 -0.28 0.02 0.11
C 14.131 7.455 11.508 -0.08 0.59 0.25 -0.16
O 14.418 6.878 10.226 0.32 -1.40 0.60 0.02
C 16.580 11.442 8.961 0.40 -0.21 -0.78 -0.62
H 15.474 14.423 7.218 0.55 0.09 -0.42 0.10
H 13.953 5.782 12.991 0.05 0.71 0.08 0.14
O 20.169 11.927 8.560 0.33 -1.74 -1.30 0.18
O 15.779 10.988 7.984 -0.51 1.27 0.20 0.06
C 15.728 15.379 13.092 -0.04 0.78 0.80 -0.46
H 14.223 15.268 6.213 0.44 0.11 0.03 0.12
C 12.858 11.874 11.956 0.34 -1.07 -2.36 -0.81
O 14.860 16.859 10.396 0.05 -0.33 -1.34 0.09
O 14.519 9.553 13.866 0.60 0.43 0.66 0.10
C 14.265 15.081 13.225 -0.08 0.01 0.03 -0.09
H 13.338 11.563 12.845 0.14 0.36 1.09 -0.03
H 12.586 14.624 7.843 -0.23 0.32 0.00 0.13
O 16.657 14.610 12.996 -0.30 0.55 -0.13 0.09
H 7.550 11.702 14.472 0.64 0.45 0.58 0.14
H 8.698 11.462 13.153 0.32 0.17 0.21 0.12
H 9.405 13.778 13.349 -0.83 -0.46 0.44 0.13
H 14.266 17.518 12.209 -0.19 0.55 0.64 0.10
O 16.151 10.175 12.456 0.50 0.87 1.07 0.00
H 7.877 14.274 14.180 0.17 -0.60 0.23 0.14
C 15.109 5.680 10.447 0.50 -0.35 -3.75 -0.57
H 13.980 14.979 12.175 -0.56 -0.18 0.04 0.10
H 14.575 8.455 11.604 0.33 -0.46 -0.20 0.08
H 12.466 11.317 17.276 0.25 -0.17 0.18 0.12
C 6.777 13.023 11.775 1.26 -0.40 2.93 -0.53
H 16.927 9.722 6.878 -0.34 -0.09 0.29 0.15
H 12.045 12.609 11.974 0.62 -0.18 0.14 0.05
O 7.716 13.926 12.194 -0.14 0.03 -0.72 0.03
O 16.130 11.058 14.549 -0.58 -0.90 -1.37 0.06
H 14.050 14.199 13.819 0.08 -0.29 -0.26 0.12
H 14.674 18.391 13.795 0.00 -1.35 -0.51 0.15
H 15.297 6.986 13.263 0.14 -0.59 -0.17 0.12
C 7.939 12.133 13.556 -0.63 -2.21 0.05 -0.16
H 18.138 10.876 14.199 0.40 0.09 0.71 0.13
O 15.454 5.533 11.683 0.13 0.62 2.40 0.08
H 14.390 17.309 7.634 0.61 -0.76 0.02 0.15
H 13.071 7.658 11.636 -0.19 -0.47 -0.19 0.09
H 15.946 8.762 9.605 0.95 0.69 -0.17 0.14
H 16.081 16.743 7.859 -0.72 -0.15 0.26 0.13
```
Positions in Å, forces in eV/Å.

Summary:
E_HOMO ... -10.36 eV
SMILES ... O=C1CCCO1.O=C1CCCO1.O=C1CCCO1.O=C1OCCO1.O=C1OCCO1.O=C1OCCO1.O=C1OCCO1.O=C1OCCO1.ClCCl

***

# 2
DFT (wB97M-V/def2-TZVPD) results for a molecular structure, C28H40Cl3N3O3PdSSb at a distorted geometry.

XYZ file:
```
80
Properties=species:S:1:pos:R:3:forces:R:3:lowdin_charge:R:1
C 0.163 -4.731 -5.619 -0.04 0.05 -0.04 -0.14
H 1.597 1.886 -1.678 -0.02 -0.05 -0.02 0.09
H 3.199 3.349 5.401 -0.03 -0.01 0.00 0.09
H -3.883 -2.228 -2.624 0.00 -0.05 0.07 0.14
Sb 0.410 1.668 2.982 -0.26 -0.27 0.15 1.63
H 0.144 -1.260 5.832 0.00 0.03 -0.01 0.09
C -2.244 -4.783 -4.680 0.00 -0.04 -0.04 -0.13
C 2.093 2.840 3.642 -0.11 0.03 -0.08 -0.51
C -2.711 -1.744 -0.204 0.04 0.02 -0.07 -0.04
H -0.659 3.834 5.192 -0.02 -0.02 0.00 0.06
H -2.508 1.622 1.934 -0.01 0.02 -0.03 0.04
H -1.099 0.235 -2.181 -0.06 0.04 0.04 0.15
C -2.880 -1.825 -2.737 0.07 0.00 0.08 -0.03
O 3.515 3.514 0.370 -0.03 -0.04 0.10 0.10
C 0.244 -0.238 5.457 -0.02 0.00 0.00 -0.12
H -2.413 3.779 5.031 0.03 -0.01 -0.01 0.09
C -0.549 -2.280 -3.495 -0.04 -0.09 0.02 -0.21
H 2.533 -1.761 -2.143 -0.03 -0.01 -0.03 0.11
C 1.024 3.958 -1.440 -0.01 0.18 -0.01 -0.25
C -1.390 2.777 3.419 0.00 -0.08 0.14 -0.54
H -1.293 3.667 2.793 0.02 -0.02 -0.06 0.08
H -1.539 2.343 5.553 -0.01 0.06 -0.04 0.07
H -2.650 -4.954 -5.674 -0.03 -0.02 -0.02 0.14
Pd 0.315 1.213 0.532 0.79 -0.47 -0.69 0.66
O -2.495 -3.395 -4.420 -0.05 0.02 -0.17 -0.09
C 0.809 -0.862 -4.922 -0.12 0.02 -0.09 -0.08
C -2.600 1.961 2.968 0.04 0.01 0.04 -0.15
H -0.713 4.352 -0.422 -0.06 -0.03 0.12 0.07
H -2.915 -1.020 -3.469 -0.07 0.03 -0.02 0.14
C -1.494 3.204 4.882 0.03 -0.04 0.00 -0.13
H 1.427 -2.120 3.782 -0.01 0.04 -0.01 0.09
H -1.856 -1.107 1.722 -0.05 0.05 -0.03 0.09
C -1.944 -1.020 0.653 0.15 -0.18 -0.16 -0.13
H -0.611 -0.684 3.543 -0.02 0.01 -0.03 0.06
H -1.188 -1.487 -5.368 0.01 0.00 0.00 0.13
H -2.740 1.082 3.604 0.00 0.02 -0.01 0.08
Cl 0.390 -3.227 -1.115 -0.05 -0.07 0.07 0.76
H 1.145 0.183 5.901 -0.02 -0.01 0.00 0.06
C 1.833 4.286 3.222 0.00 -0.05 -0.06 -0.13
H 0.933 -0.284 -5.829 -0.01 -0.03 0.03 0.11
H -0.896 3.200 -1.534 0.00 0.00 -0.11 0.07
C -1.520 -0.289 -1.336 0.08 -0.24 -0.04 -0.15
N -1.180 -0.131 -0.072 -0.59 0.69 0.73 -0.08
H -3.508 2.564 3.043 0.02 -0.01 0.02 0.09
C 2.649 2.749 0.024 -0.08 -0.33 -0.02 -0.62
H -3.411 -2.547 -0.039 0.04 0.06 -0.01 0.14
C -0.792 -5.135 -4.635 -0.01 0.09 -0.08 -0.33
N -0.256 3.548 -0.831 0.13 -0.13 -0.05 -0.01
H -0.102 -4.177 -6.511 0.01 -0.04 0.06 0.12
C 2.365 2.694 5.135 -0.02 0.03 -0.04 -0.12
N -2.431 -1.269 -1.465 -0.03 0.09 -0.06 -0.05
H 2.652 1.678 5.403 0.01 0.01 0.00 0.06
H 1.642 4.377 2.149 0.04 -0.04 0.09 0.06
H 0.991 4.719 3.766 0.00 0.02 0.02 0.07
C 2.050 2.838 -1.375 0.08 -0.12 0.08 -0.13
H 1.421 4.797 -0.871 -0.03 0.09 -0.02 0.12
C -0.374 -1.530 -4.655 0.06 0.04 0.00 -0.02
C -0.189 -5.821 -3.625 0.15 -0.01 -0.02 -0.98
H -1.831 -3.694 -2.485 0.00 -0.01 0.01 0.11
C 1.500 -1.093 3.415 -0.08 0.07 0.24 -0.14
S 1.508 -5.971 -3.839 -0.05 0.01 0.01 1.01
H 2.921 2.441 3.061 -0.01 -0.01 -0.06 0.08
H 0.907 4.303 -2.468 -0.07 -0.03 -0.05 0.11
O 2.192 1.781 0.821 -0.07 0.66 0.05 -0.30
C 1.717 -1.692 -2.852 0.02 -0.01 0.06 -0.12
H 1.526 -1.119 2.329 0.02 -0.03 -0.17 0.05
C -1.915 -2.907 -3.240 0.19 0.12 0.14 -0.31
H 2.718 4.887 3.440 -0.03 -0.01 -0.01 0.10
H 1.510 2.986 5.749 0.02 0.00 0.01 0.07
Cl 3.333 -0.113 -4.315 0.01 0.01 0.01 0.70
C 1.848 -0.948 -4.010 0.05 -0.01 0.06 -0.67
H 2.871 3.039 -2.061 0.02 0.04 -0.02 0.13
C 0.320 -0.267 3.935 0.13 0.02 0.01 -0.54
H 2.452 -0.686 3.766 -0.01 -0.01 -0.01 0.08
C 1.431 -5.105 -5.318 0.06 -0.01 0.01 -0.39
H 2.329 -4.931 -5.891 -0.06 -0.02 0.05 0.08
C 0.517 -2.346 -2.604 0.02 0.05 -0.12 -0.59
Cl -0.952 -6.510 -2.250 0.01 0.00 0.04 0.67
H -2.801 -5.393 -3.967 -0.03 -0.01 0.04 0.11
H -0.614 0.330 5.819 0.03 -0.02 0.01 0.06
```
Positions in Å, forces in eV/Å.

Summary:
Energy above the lowest of the compared OMol25 structures with the same formula, charge and spin ... 28.7 kcal/mol
Net charge ... +1
E_HOMO ... -10.98 eV

***

Here are the calculated frontier orbital gap numbers, same order: 10.7; 7.3 (eV).